[1]
Entry from the Open Molecules 2025 dataset: an isolated molecule of C25H30N2O2 (ωB97M-V/def2-TZVPD).

## Properties
total charge: 0
molecular weight: 390.5 g/mol
multiplicity: 1
E: -33488.548 eV
SMILES string: CC[C@H](Cc1ccccc1)NCc1c(C(=O)O)c(C)n(Cc2ccccc2)c1C
F_max: 0.0120 Eh/bohr
Kohn-Sham gap: 8.6 eV
energy relative to the best compared isomer or geometry (same formula, charge and spin): 14.53 kcal per mole

Last column: Löwdin charge in e.
Cartesian coordinates (Å):
C 0.00268 3.76600 -0.82436  -0.088
C -0.70996 2.70051 0.00048  -0.196
C 0.03398 2.29784 1.29172  -0.340
C 0.17284 3.50191 2.25166  -0.115
C 0.48308 3.02039 3.63667  -0.235
C -0.51721 2.91229 4.59418  -0.051
C -0.23653 2.42667 5.85944  -0.098
C 1.05109 2.03461 6.18153  -0.106
C 2.05378 2.13150 5.23098  -0.087
C 1.77256 2.62258 3.96912  -0.046
N 1.35038 1.73133 1.09564  -0.015
C 1.43622 0.30041 0.89464  -0.147
C 0.67629 -0.24540 -0.27998  -0.115
C 1.00776 -0.05278 -1.66339  -0.050
C 2.13039 0.72950 -2.13590  -0.459
O 2.80867 1.47243 -1.45774  0.084
O 2.40413 0.58900 -3.45538  0.094
C 0.04932 -0.72591 -2.41112  -0.190
C -0.12977 -0.86544 -3.87889  0.010
N -0.83209 -1.28511 -1.54594  -0.022
C -1.94346 -2.10605 -1.94540  -0.083
C -1.51874 -3.48564 -2.39819  -0.210
C -2.28445 -4.17392 -3.33029  -0.047
C -1.91784 -5.44349 -3.73915  -0.083
C -0.77807 -6.03660 -3.22297  -0.090
C -0.00967 -5.35493 -2.29532  -0.074
C -0.37831 -4.08655 -1.88246  -0.028
C -0.45690 -1.01348 -0.24815  -0.234
C -1.24348 -1.51878 0.91102  -0.013
H 0.10027 4.69334 -0.26573  0.068
H 0.99510 3.43122 -1.11692  0.059
H -0.56244 3.97204 -1.73156  0.072
H -1.70499 3.06025 0.27524  0.108
H -0.83979 1.80694 -0.61383  0.093
H -0.57631 1.53791 1.79795  0.145
H -0.75726 4.07275 2.25297  0.117
H 0.98135 4.13786 1.89135  0.120
H -1.52645 3.21458 4.34859  0.108
H -1.02472 2.35365 6.59570  0.097
H 1.27165 1.65542 7.16911  0.096
H 3.06027 1.82403 5.47694  0.099
H 2.54843 2.68759 3.22271  0.106
H 1.85036 2.20466 0.35153  0.088
H 2.49790 0.07123 0.76636  0.126
H 1.08968 -0.18474 1.81316  0.114
H 3.16827 1.14588 -3.67019  0.130
H 0.68957 -0.38381 -4.39866  0.070
H -0.15637 -1.91870 -4.15962  0.087
H -1.06682 -0.40562 -4.19808  0.091
H -2.48765 -1.60890 -2.75537  0.130
H -2.62736 -2.20190 -1.09713  0.130
H -3.17236 -3.71167 -3.73827  0.113
H -2.52047 -5.96837 -4.46546  0.103
H -0.48905 -7.02577 -3.54486  0.101
H 0.88135 -5.81083 -1.89010  0.105
H 0.23072 -3.55893 -1.16304  0.117
H -0.74608 -1.24518 1.83669  0.074
H -1.33938 -2.60480 0.88174  0.081
H -2.24410 -1.08301 0.92632  0.086



[2]
Entry from the Open Molecules 2025 dataset: the ion C25H30N3O4S with charge +1 (ωB97M-V/def2-TZVPD).

## Properties
total charge: +1
molecular weight: 468.6 g/mol
multiplicity: 1
E: -49901.456 eV
SMILES string: CCN(c1ccccc1)S(=O)(=O)c1ccc(OC)c(NC(=O)C[NH2+]CCc2ccccc2)c1
F_max: 0.0231 Eh/bohr
Kohn-Sham gap: 7.7 eV
energy relative to the best compared isomer or geometry (same formula, charge and spin): 4.72 kcal per mole

Last column: Löwdin charge in e.
Cartesian coordinates (Å):
C 5.11490 2.95223 -0.30865  -0.054
C 4.36568 1.94180 -1.16925  -0.235
N 3.49642 1.09197 -0.37625  -0.183
C 3.99794 0.15660 0.53199  -0.259
C 5.27338 -0.38906 0.38080  -0.022
C 5.72870 -1.36016 1.25326  -0.075
C 4.92896 -1.81137 2.28839  -0.089
C 3.66812 -1.26461 2.45114  -0.068
C 3.20353 -0.28918 1.58759  -0.035
S 1.86758 1.42260 -0.39772  0.686
O 1.58591 2.12484 -1.61553  -0.280
O 1.37824 2.01267 0.81293  -0.270
C 1.11804 -0.20417 -0.57070  -0.259
C 1.65939 -1.16645 -1.39602  -0.024
C 0.97648 -2.35400 -1.61196  0.021
C -0.26981 -2.55985 -1.03240  -0.199
O -1.04703 -3.66196 -1.20511  -0.089
C -0.56222 -4.71586 -2.01830  -0.052
C -0.81509 -1.55770 -0.20426  -0.117
N -2.11515 -1.79089 0.29000  0.184
C -2.84441 -0.96861 1.02908  -0.413
O -2.49595 0.08277 1.54974  0.072
C -4.32786 -1.37337 1.27052  -0.011
N -4.90169 -0.20054 1.94961  0.034
C -6.04222 0.49752 1.30420  -0.119
C -5.78162 0.83719 -0.16647  -0.122
C -4.38812 1.35421 -0.43408  -0.259
C -3.59328 0.74451 -1.39691  -0.052
C -2.31556 1.21124 -1.65441  -0.060
C -1.80975 2.28624 -0.94316  -0.060
C -2.59534 2.89724 0.01960  -0.043
C -3.87721 2.43839 0.27023  -0.048
C -0.10921 -0.39270 0.03515  0.004
H 5.72405 3.59360 -0.93959  0.081
H 5.75979 2.44562 0.40585  0.073
H 4.40642 3.56777 0.24016  0.083
H 3.70900 2.45722 -1.87088  0.105
H 5.06139 1.32411 -1.74453  0.117
H 5.92044 -0.05944 -0.41538  0.107
H 6.72028 -1.76542 1.11916  0.108
H 5.28950 -2.56868 2.96668  0.103
H 3.03878 -1.58922 3.26638  0.107
H 2.23852 0.15658 1.75638  0.089
H 2.61210 -0.99460 -1.86947  0.129
H 1.41475 -3.10541 -2.24753  0.115
H -0.40622 -4.38248 -3.04676  0.103
H -1.33791 -5.47894 -1.99832  0.100
H 0.36504 -5.13027 -1.61697  0.104
H -2.50949 -2.66039 -0.05210  0.160
H -4.38011 -2.26896 1.89070  0.148
H -4.83133 -1.56237 0.32417  0.134
H -5.14014 -0.40272 2.92163  0.186
H -4.00968 0.43669 1.95985  0.151
H -6.93501 -0.12691 1.38624  0.136
H -6.21035 1.41318 1.87315  0.133
H -6.51081 1.59825 -0.45316  0.135
H -5.97313 -0.03027 -0.80035  0.112
H -3.98337 -0.08995 -1.96493  0.118
H -1.71080 0.73668 -2.41205  0.119
H -0.80825 2.63651 -1.13695  0.094
H -2.20740 3.73484 0.57678  0.118
H -4.48769 2.94053 1.00764  0.119
H -0.49471 0.38266 0.67488  0.109



[3]
Entry from the Open Molecules 2025 dataset: a structure of composition C25H30N3O9RuS3 (ωB97M-V/def2-TZVPD).

## Properties
total charge: 0
molecular weight: 713.8 g/mol
multiplicity: 2
E: -84394.368 eV
F_max: 0.0489 Eh/bohr
Kohn-Sham gap (spin up / spin down): 7.9 / 7.2 eV
energy relative to the best compared isomer or geometry (same formula, charge and spin): 0.00 kcal per mole

Last column: Mulliken spin population.
Cartesian coordinates (Å):
Ru -0.55383 0.85598 -0.13042  0.869
C -1.63362 -1.88799 -3.15869  -0.001
C -1.53219 -1.01698 -1.95600  0.002
N -0.45227 -0.39531 -1.61666  0.007
O 0.63898 -0.56041 -2.43091  0.002
C -2.63966 -0.75069 -1.06445  0.037
C -4.04786 -1.17732 -1.27508  0.001
N -2.27509 -0.01275 -0.04096  -0.004
O -3.09003 0.42271 0.81512  -0.026
H -0.67014 -2.32682 -3.40190  0.000
H -1.95063 -1.28504 -4.01357  0.000
H -2.36997 -2.67402 -3.00326  0.000
H 1.32403 -0.05996 -1.93742  -0.003
H -4.39134 -0.85340 -2.26011  0.003
H -4.67209 -0.71651 -0.51481  -0.001
H -4.17226 -2.26137 -1.21484  0.003
O 0.81995 6.10681 0.76609  0.000
S -0.24824 6.04574 -0.18674  0.000
O -0.45736 7.12675 -1.10089  0.000
N -0.10506 4.62621 -1.06953  -0.003
C -1.10024 3.85068 -0.84331  -0.006
S -1.29268 2.32626 -1.72144  0.118
C -2.10425 4.33587 0.15821  0.010
C -3.22923 3.70185 0.65163  -0.001
C -4.00177 4.38913 1.58235  0.000
C -3.65402 5.66873 2.00406  0.000
C -2.51228 6.29789 1.51794  0.001
C -1.75765 5.59808 0.60190  0.001
H -3.48002 2.69628 0.34184  -0.008
H -4.88699 3.91659 1.98814  0.000
H -4.27296 6.17698 2.73221  0.000
H -2.22929 7.28959 1.84558  0.000
O -0.05706 1.61318 1.89020  0.006
C -0.10232 0.41592 2.30180  -0.014
O -0.12221 -0.51530 1.43293  -0.001
C -0.11745 0.11855 3.75002  -0.011
C -0.35596 -1.17843 4.18116  0.002
C -0.40731 -1.48842 5.54292  -0.001
C -0.20721 -0.44906 6.41597  0.001
O -0.20971 -0.49209 7.77847  0.000
C 0.00043 0.85456 8.22143  0.000
O 0.21896 1.66457 7.06620  0.000
C 0.04151 0.84203 5.98535  0.000
C 0.08866 1.16912 4.66009  0.001
H -0.51257 -1.94951 3.43919  0.000
H -0.59489 -2.49291 5.89647  0.000
H 0.88125 0.89018 8.86054  0.000
H -0.88815 1.20108 8.75000  0.000
H 0.26032 2.17905 4.31358  0.000
C 3.31149 4.18262 1.67749  0.000
C 3.50725 2.95004 0.79852  -0.001
C 3.17037 1.68236 1.57421  0.000
S 2.78030 0.24467 0.57855  -0.001
O 1.79920 0.79794 -0.47014  0.016
C 4.32444 -0.00956 -0.32649  0.001
C 4.40214 0.67489 -1.68534  0.002
C 5.76777 0.42331 -2.31767  0.000
H 3.60271 5.08800 1.14596  0.000
H 3.90797 4.12294 2.59134  0.000
H 2.26305 4.28736 1.96148  0.000
H 4.53832 2.90686 0.43927  0.000
H 2.85139 3.01657 -0.07090  0.000
H 2.26278 1.82765 2.16441  0.000
H 3.96674 1.36145 2.25253  0.001
H 4.41935 -1.09137 -0.43728  0.000
H 5.12259 0.32795 0.33988  0.000
H 4.22209 1.74416 -1.58535  -0.001
H 3.61772 0.28810 -2.33641  0.000
H 6.57188 0.82476 -1.69722  0.000
H 5.83341 0.89887 -3.29601  0.000
H 5.95227 -0.64465 -2.45399  0.000



Q: Which of these has the highest molecular weight?
A: C25H30N3O9RuS3



Q: Which value of F_max does entry 1 give?
A: 0.0120 Eh/bohr



Q: E of number 1 (C25H30N2O2)?
A: -33488.548 eV